{
  "formula": "C22H42BrN7ORu",
  "method": "ωB97M-V/def2-TZVPD",
  "charge": 3,
  "orbital_gap_ev": [5.84, 6.24],
  "multiplicity": 2,
  "lumo_energy_ev": [-10.8, -10.4],
  "symbols": ["Ru", "C", "C", "N", "C", "C", "N", "C", "C", "C", "N", "C", "C", "N", "C", "H", "H", "H", "H", "H", "H", "H", "H", "H", "H", "H", "H", "H", "H", "H", "H", "H", "H", "H", "H", "H", "H", "H", "H", "C", "C", "C", "C", "C", "Br", "N", "C", "H", "H", "H", "H", "H", "H", "C", "N", "C", "C", "C", "N", "C", "C", "O", "H", "H", "H", "H", "H", "H", "H", "H", "H", "H", "H", "H"],
  "xyz": [[0.3512, 0.4571, 0.6939], [3.6659, -1.0635, 0.3563], [2.4842, -1.6436, -0.3888], [1.2089, -1.6181, 0.3292], [1.0768, -2.5721, 1.4319], [1.2721, -1.8623, 2.7348], [0.3659, -0.7120, 2.7615], [0.4157, -0.0005, 4.0616], [-0.1866, 1.3815, 3.9894], [0.8314, 2.4167, 3.5862], [1.1098, 2.3692, 2.1403], [2.4183, 2.9012, 1.7628], [2.6582, 2.5627, 0.3240], [2.4978, 1.1117, 0.0946], [3.4145, 0.3128, 0.9335], [4.4780, -1.0319, -0.3721], [4.0053, -1.7127, 1.1654], [2.7386, -2.6710, -0.6615], [2.3201, -1.0881, -1.3098], [0.4618, -1.7626, -0.3502], [1.8073, -3.3772, 1.3394], [0.0802, -3.0156, 1.4008], [2.2948, -1.5064, 2.8505], [1.0701, -2.5480, 3.5622], [-0.5863, -1.0514, 2.6340], [1.4585, 0.0585, 4.3761], [-0.1134, -0.5940, 4.8108], [-0.5762, 1.6558, 4.9697], [-1.0328, 1.3798, 3.2947], [1.7622, 2.2632, 4.1325], [0.4533, 3.4030, 3.8651], [0.4198, 2.9539, 1.6869], [3.1878, 2.4800, 2.4078], [2.4562, 3.9869, 1.8820], [3.6628, 2.8876, 0.0416], [1.9425, 3.0887, -0.3119], [2.6926, 0.9327, -0.8882], [2.9719, 0.2580, 1.9268], [4.3834, 0.8078, 1.0407], [-4.7466, -2.5022, 1.3774], [-4.0410, -1.1979, 1.1449], [-4.7322, 0.0072, 1.0384], [-4.0438, 1.1954, 0.8308], [-2.6742, 1.1149, 0.7501], [-1.6388, 2.6731, 0.4760], [-1.9715, -0.0062, 0.8481], [-2.6579, -1.1445, 1.0343], [-5.8247, -2.3649, 1.3953], [-4.4485, -2.9393, 2.3317], [-4.5052, -3.2267, 0.5990], [-5.8125, 0.0237, 1.1149], [-4.5525, 2.1450, 0.7402], [-2.0752, -2.0581, 1.0909], [-0.8985, 2.2564, -2.7233], [-0.8156, 1.0136, -3.4653], [-1.3144, 1.0919, -4.8439], [-1.6006, -0.2818, -5.3927], [-0.3714, -1.1270, -5.1535], [-0.0533, -1.1474, -3.7206], [0.6008, -2.3593, -3.2589], [-0.2617, -0.0825, -2.9156], [0.0720, -0.1198, -1.6761], [-0.5497, 3.0777, -3.3508], [-0.2773, 2.1948, -1.8388], [-1.9305, 2.4702, -2.4353], [-0.5662, 1.5961, -5.4627], [-2.2047, 1.7208, -4.8517], [-1.8259, -0.2246, -6.4556], [-2.4626, -0.7243, -4.8888], [0.4810, -0.7270, -5.7105], [-0.5245, -2.1525, -5.4840], [-0.0036, -3.2289, -3.5179], [0.7341, -2.3287, -2.1903], [1.5749, -2.4750, -3.7399]]
}

{
  "formula": "C21H47LaO2P3",
  "method": "ωB97M-V/def2-TZVPD",
  "charge": 3,
  "orbital_gap_ev": [6.15, 7.06],
  "lumo_energy_ev": [-9.9, -9.5],
  "symbols": ["La", "P", "P", "P", "H", "C", "C", "H", "C", "C", "C", "C", "C", "C", "C", "C", "C", "H", "H", "H", "H", "H", "H", "H", "H", "H", "H", "H", "H", "H", "H", "H", "H", "H", "H", "H", "H", "H", "H", "H", "H", "H", "H", "H", "H", "H", "C", "C", "C", "C", "C", "C", "O", "H", "H", "H", "H", "H", "H", "C", "C", "O", "C", "C", "H", "H", "H", "H", "H", "H", "H", "H", "H", "H"],
  "xyz": [[1.7140, -0.3213, -0.5700], [-3.2163, 0.1443, 1.6415], [-0.4622, -1.5990, -2.2324], [1.3383, 2.1712, 1.5634], [1.8440, -0.1144, -3.7015], [2.4672, -0.0405, -2.7997], [3.1409, -1.1336, -2.1868], [2.9547, -2.1902, -2.4419], [-4.8464, 0.5062, 2.3202], [-3.1930, -1.5826, 1.1482], [-1.9588, 0.4820, 2.8912], [-0.4359, -2.0477, -4.0155], [-0.8307, -3.2654, -1.5243], [-2.0940, -0.7514, -2.2893], [2.5757, 3.4379, 1.0657], [1.7665, 1.8733, 3.3225], [-0.0715, 3.3242, 1.8459], [2.8518, 0.9824, -2.6544], [4.1757, -0.9759, -1.8291], [-5.0308, -0.0828, 3.2304], [-5.5985, 0.2637, 1.5576], [-4.9092, 1.5789, 2.5450], [-3.4042, -2.2229, 2.0166], [-2.2185, -1.8542, 0.7253], [-3.9690, -1.7363, 0.3837], [-2.3854, 0.3271, 3.8917], [-1.6000, 1.5180, 2.8148], [-1.0923, -0.1821, 2.7714], [-1.1959, -2.8072, -4.2550], [0.5343, -2.4694, -4.2838], [-0.6429, -1.1701, -4.6394], [-1.3654, -3.8870, -2.2525], [-1.4156, -3.2232, -0.6080], [0.1052, -3.7734, -1.2719], [-2.6294, -0.9991, -3.2191], [-1.9396, 0.3345, -2.2846], [-2.7447, -0.9853, -1.4372], [2.6294, 4.1998, 1.8551], [2.2774, 3.9143, 0.1209], [3.5666, 2.9878, 0.9309], [2.4032, 2.6811, 3.7008], [2.2966, 0.9192, 3.4230], [0.8458, 1.8318, 3.9119], [0.1845, 4.3287, 1.5049], [-0.3200, 3.3709, 2.9074], [-0.9513, 3.0040, 1.2869], [-1.7310, 2.8382, -1.4856], [-2.3445, 3.4876, -2.6156], [-1.6096, 4.4223, -3.3243], [-0.2180, 4.5534, -3.1263], [0.4503, 3.6500, -2.2884], [-0.2888, 2.7232, -1.5631], [-2.4088, 2.5078, -0.4577], [-3.0187, 0.9928, 0.5004], [-3.4128, 3.3506, -2.7828], [-2.1376, 5.0739, -4.0279], [0.3559, 5.3318, -3.6380], [1.5483, 3.6655, -2.2095], [0.2073, 2.0059, -0.8841], [3.6940, -4.3311, 0.7564], [2.4368, -3.6820, 0.2233], [2.2247, -2.3039, 0.7017], [2.2302, -2.1408, 2.1743], [1.0803, -2.8482, 2.8575], [4.5847, -3.7250, 0.5821], [3.8275, -5.2719, 0.2191], [3.6050, -4.5885, 1.8137], [2.4630, -3.5899, -0.8678], [1.5433, -4.2519, 0.4965], [3.2026, -2.4820, 2.5425], [2.1788, -1.0558, 2.3363], [1.1663, -3.9332, 2.7846], [1.1232, -2.6142, 3.9253], [0.0973, -2.5509, 2.4770]]
}

{
  "formula": "C4H9NO2",
  "method": "ωB97M-V/def2-TZVPD",
  "orbital_gap_ev": 10.83,
  "smiles": "NC(=O)CCCO",
  "lumo_energy_ev": 0.7,
  "symbols": ["N", "C", "O", "C", "C", "C", "O", "H", "H", "H", "H", "H", "H", "H", "H", "H"],
  "xyz": [[-1.6757, -1.1011, -0.5257], [-1.4239, -0.0098, 0.2603], [-1.9179, -0.0718, 1.3756], [-0.5139, 1.1130, -0.1578], [0.8693, 0.9229, 0.4861], [1.6673, -0.2512, -0.0867], [1.2169, -1.5210, 0.3317], [-1.6668, -1.1133, -1.5419], [-2.3589, -1.5398, 0.1055], [-0.4250, 1.2193, -1.2483], [-0.9824, 2.0160, 0.2442], [1.4445, 1.8482, 0.3538], [0.7310, 0.7669, 1.5627], [1.6962, -0.1655, -1.1885], [2.7021, -0.1829, 0.2602], [0.3435, -1.6897, -0.0519]]
}